Record 1
Below is 8 unconnected molecules or ions with the total composition C49H108BF7N6O3S in a non-equilibrium geometry, with properties calculated with ωB97M-V with the def2-TZVPD basis set.

Calculated values
* gap between HOMO and LUMO: 0.330 Ha
* electronic energy: -98151.4955 eV

The geometry in ORCA input format:
```
! wB97M-V def2-TZVPD RIJCOSX def2/J DEFGRID3
* xyz 4 1
C -0.78936 2.77172 -0.49245
F 0.04553 3.42388 -1.35528
F -0.55844 3.37868 0.68587
F -2.06965 3.02738 -0.82521
S -0.47975 0.86012 -0.50078
O 0.95583 0.65760 -0.46092
O -1.19269 0.62128 0.74829
O -1.08337 0.29773 -1.67588
C -5.45474 3.11355 -0.47760
C -5.34182 1.77402 0.24455
C -5.48938 0.60812 -0.83603
N -5.15335 -0.75900 -0.20309
C -6.21657 -1.18976 0.83758
C -3.71348 -0.95661 0.24656
C -3.41314 -2.46755 0.17356
C -4.46183 -3.06973 -0.85962
C -5.13182 -1.75968 -1.36485
H -5.72920 3.91890 0.20371
H -6.22049 3.23359 -1.24397
H -4.47530 3.30834 -0.91446
H -6.24680 1.72960 0.85048
H -4.44955 1.76278 0.87050
H -4.63637 0.67498 -1.51131
H -6.47499 0.51331 -1.29176
H -6.17296 -0.40525 1.59306
H -6.01016 -2.09207 1.41320
H -7.17783 -1.17383 0.32396
H -3.48681 -0.51484 1.21690
H -3.14431 -0.44413 -0.52901
H -3.61164 -2.78399 1.19755
H -2.36127 -2.59138 -0.08399
H -5.23033 -3.64274 -0.34081
H -4.15261 -3.78836 -1.61860
H -6.18909 -1.85975 -1.61034
H -4.50390 -1.34908 -2.15556
C 2.63859 0.52694 -4.16654
C 1.75245 -0.57058 -3.54233
C 1.87468 -1.95396 -4.15779
N 1.15127 -3.02079 -3.36964
C -0.41274 -2.94059 -3.30301
C 1.69278 -3.13411 -1.84507
C 1.36817 -4.53304 -1.41152
C 1.28597 -5.38470 -2.64605
C 1.61676 -4.47211 -3.81372
H 2.53406 0.72345 -5.23357
H 3.69016 0.24577 -4.10976
H 2.50811 1.47092 -3.63741
H 0.74190 -0.18437 -3.40915
H 2.08104 -0.60243 -2.50353
H 2.92904 -2.22866 -4.12649
H 1.47035 -1.93489 -5.16984
H -0.69182 -1.89743 -3.15453
H -0.70874 -3.50234 -2.41705
H -0.82450 -3.39115 -4.20609
H 1.21381 -2.35816 -1.24791
H 2.74817 -2.86708 -1.89939
H 0.48305 -4.61164 -0.78027
H 2.01666 -4.94233 -0.63690
H 0.31062 -5.87131 -2.64923
H 1.87375 -6.30259 -2.63694
H 1.07376 -4.76223 -4.71321
H 2.67848 -4.38202 -4.04338
C 0.30030 4.56668 6.22565
C 0.85947 4.78544 4.82421
C 2.42954 4.76747 4.72947
N 2.88378 4.85139 3.25323
C 2.45954 6.15531 2.64260
C 2.26815 3.69168 2.39613
C 3.39701 3.16858 1.46366
C 4.55723 4.05947 1.65192
C 4.44094 4.70133 3.06798
H 0.37026 3.57945 6.68235
H -0.76263 4.80711 6.20378
H 0.68047 5.38521 6.83686
H 0.60601 5.80603 4.53742
H 0.40570 4.12890 4.08182
H 2.88682 3.80238 4.94762
H 2.99590 5.54855 5.23668
H 2.97781 6.87041 3.28145
H 1.37325 6.18843 2.72621
H 2.85188 6.22006 1.62773
H 1.34480 4.00751 1.91057
H 2.11754 2.94501 3.17580
H 3.29378 3.20075 0.37903
H 3.65678 2.17666 1.83340
H 4.50426 4.74020 0.80228
H 5.47720 3.51198 1.44693
H 4.91836 5.66267 3.25767
H 4.85044 4.06203 3.85010
C 4.29169 -0.04961 -0.21179
C 4.67134 -1.25920 0.57652
C 6.16434 -1.42806 0.34183
N 6.72998 -2.71699 1.09023
C 6.53735 -2.61334 2.64142
C 8.08968 -3.17008 0.65429
C 8.20449 -4.67665 0.75174
C 6.78258 -5.23701 0.87937
C 5.90487 -3.97785 0.67454
H 5.00691 0.73413 0.03788
H 3.26054 0.16271 0.07061
H 4.35495 -0.16626 -1.29368
H 4.03322 -2.09083 0.27768
H 4.47241 -1.07971 1.63308
H 6.68735 -0.53407 0.68144
H 6.34151 -1.49505 -0.73159
H 5.46015 -2.53759 2.78968
H 6.90092 -1.60398 2.83407
H 7.04047 -3.45605 3.11557
H 8.83413 -2.69670 1.29446
H 8.21008 -2.75842 -0.34777
H 8.82121 -5.11393 1.53693
H 8.66742 -5.03297 -0.16849
H 6.49256 -5.71475 1.81518
H 6.73789 -6.12077 0.24291
H 4.87688 -3.94540 1.03546
H 5.78386 -3.93182 -0.40774
C -4.97451 0.07930 -8.73899
C -4.73767 0.75822 -7.30069
C -3.19635 0.96448 -7.10575
N -2.75077 1.39526 -5.70687
C -2.84302 0.25970 -4.77927
C -3.50068 2.68310 -5.25901
C -2.51062 3.46372 -4.36153
C -1.08134 3.09064 -4.74217
C -1.28620 1.87996 -5.72859
H -4.54099 0.57027 -9.61026
H -6.02464 -0.13974 -8.93225
H -4.48420 -0.89296 -8.68999
H -5.25207 0.31384 -6.44862
H -5.22999 1.72961 -7.25476
H -2.96286 1.77409 -7.79721
H -2.69294 0.02999 -7.35355
H -3.83671 -0.18715 -4.74785
H -2.66451 0.65775 -3.78037
H -2.15976 -0.53634 -5.07518
H -4.51222 2.41432 -4.95463
H -3.50679 3.26298 -6.18194
H -2.71066 3.22719 -3.31648
H -2.70875 4.53337 -4.43010
H -0.42323 2.77656 -3.93202
H -0.70061 3.88406 -5.38530
H -0.60990 1.02897 -5.64771
H -1.18031 2.09160 -6.79259
C -2.44813 2.59095 4.12000
C -1.30472 1.57222 3.95038
C -1.87591 0.19953 4.23880
N -0.87531 -0.97758 4.40225
C -0.01554 -1.06203 3.13392
C -1.58023 -2.35976 4.67388
C -0.56619 -3.24028 5.27121
C 0.23493 -2.30180 6.17632
C 0.02036 -0.92522 5.63609
H -2.20574 3.59307 3.76631
H -2.74134 2.55993 5.16936
H -3.32808 2.19395 3.61385
H -0.48834 1.79432 4.63762
H -1.02423 1.69655 2.90445
H -2.47095 -0.12407 3.38480
H -2.34301 0.06711 5.21470
H 0.43650 -0.07952 2.99815
H -0.59414 -1.19990 2.22051
H 0.62457 -1.94158 3.20275
H -1.92643 -2.62304 3.67441
H -2.47028 -2.26133 5.29534
H -0.00115 -3.57170 4.40001
H -1.03555 -4.10748 5.73571
H 1.31312 -2.46141 6.16485
H -0.04932 -2.35727 7.22714
H 0.93553 -0.45818 5.27217
H -0.43682 -0.30305 6.40549
B -5.49618 -1.55932 4.17684
F -5.26856 -2.24384 5.37733
F -5.49115 -0.16892 4.36812
F -4.50872 -1.92791 3.26673
F -6.71367 -1.95185 3.66334
*
```

***

Record 2
Below is C4H6N4 in the gas phase in a non-equilibrium geometry, with properties calculated with ωB97M-V with the def2-TZVPD basis set.

Calculated values
* energy above the lowest of the compared OMol25 structures with the same formula, charge and spin: 253.0 kJ/mol
* gap between HOMO and LUMO: 0.318 Ha
* electronic energy: -10203.3178 eV
* SMILES string: CN=c1nc[nH]cn1

The geometry in ORCA input format:
```
! wB97M-V def2-TZVPD RIJCOSX def2/J DEFGRID3
* xyz 0 1
C 1.04011 -2.33522 0.74962
N 0.74460 -1.10153 1.19140
C 0.06315 -0.23452 0.53810
N -0.12577 -0.22083 -0.92381
C -0.60996 0.74613 -1.45152
N -0.80613 1.89666 -0.71126
C -0.69461 1.89422 0.63300
N -0.38297 0.81952 1.29479
H 1.27927 -2.97823 1.50977
H 0.14996 -2.68971 0.24259
H 1.66782 -2.35978 -0.20327
H -0.78094 0.91213 -2.50045
H -0.78648 2.65572 -1.39133
H -0.75804 2.99544 1.02237
*
```

***

These records have HOMO energy values of -16.870, -8.240 eV, in the order they appear.